Record 1
168
Properties=species:S:1:pos:R:3:mulliken_charge:R:1 method="wB97M-V/def2-TZVPD" e_homo_ev=-5.66 multiplicity=1 gap_ev=7.54 charge=-1 largest_force_ev_per_a=2.41
C 2.846 -0.997 4.392 -0.377
C 3.302 -1.900 3.777 -0.346
C 3.880 -2.622 2.641 -0.881
C 2.933 -2.654 1.436 -0.768
C 2.459 -1.271 0.943 -1.113
C 0.991 -1.116 0.441 0.259
C 0.173 -1.246 1.780 0.666
C 0.258 0.092 2.541 -1.941
C -1.309 -1.660 1.795 1.113
C -1.863 -1.716 3.237 -1.926
O 0.909 0.236 0.048 -0.647
P 0.439 0.686 -1.573 1.208
C -1.425 0.705 -0.925 -1.574
C -2.355 -0.305 -1.493 -0.692
N -2.986 -0.154 -2.589 -0.293
C 2.240 0.415 -2.258 -0.867
C 3.054 1.437 -3.012 -1.003
O 3.846 2.296 -2.146 -0.087
C 4.777 2.986 -2.844 0.273
O 5.944 2.742 -2.724 -0.624
C 4.302 4.099 -3.738 0.448
C 4.918 4.019 -5.137 -1.402
C -0.141 0.934 -3.388 -1.045
C -0.996 2.048 -4.001 -0.647
C -2.090 2.808 -3.287 -1.074
Br -1.889 1.280 -5.650 -0.282
C 0.715 2.515 -0.947 0.017
Br 0.818 3.955 -2.257 -0.068
C 1.865 2.649 0.094 0.219
C 2.517 4.032 0.252 -1.714
O 0.242 -1.099 -1.821 -0.730
C 0.659 -1.959 -0.883 2.109
Cl 2.191 -2.812 -1.588 -0.315
C -0.367 -3.149 -0.855 -1.064
I -0.983 -3.566 -2.896 0.429
C 0.170 -4.492 -0.213 -0.033
C -0.845 -5.041 0.825 -1.626
I 0.448 -6.168 -1.575 0.037
H 2.429 -0.187 4.948 0.460
H 4.862 -2.218 2.404 0.417
H 4.060 -3.654 2.951 0.497
H 2.100 -3.318 1.648 0.232
H 3.495 -3.117 0.634 0.605
H 2.583 -0.585 1.775 0.304
H 3.157 -0.929 0.186 0.240
H 0.636 -1.969 2.453 0.619
H 1.147 0.654 2.286 0.445
H -0.619 0.708 2.358 0.285
H 0.305 -0.093 3.613 0.416
H -1.948 -0.978 1.243 -0.055
H -1.391 -2.667 1.447 -0.782
H -1.089 -1.943 3.965 0.370
H -2.300 -0.754 3.505 0.389
H -2.675 -2.438 3.298 0.443
H -1.907 1.672 -1.030 1.100
H -1.390 0.542 0.149 0.659
H -2.569 -1.214 -0.921 -0.065
H -3.551 -0.975 -2.793 0.280
H 2.091 -0.381 -2.982 0.940
H 2.895 -0.018 -1.508 -0.602
H 2.493 2.037 -3.730 0.388
H 3.777 0.883 -3.621 0.681
H 4.570 5.037 -3.252 0.424
H 3.222 4.103 -3.828 -0.151
H 5.922 3.613 -5.111 0.314
H 4.298 3.370 -5.754 0.312
H 4.909 4.993 -5.617 0.387
H 0.690 0.823 -4.085 0.586
H -0.669 0.002 -3.581 0.624
H -0.351 2.773 -4.478 0.768
H -2.349 3.680 -3.891 0.453
H -2.997 2.236 -3.139 0.161
H -1.775 3.203 -2.327 0.113
H -0.164 2.747 -0.352 1.001
H 2.669 1.962 -0.135 -0.078
H 1.439 2.440 1.069 0.022
H 3.193 4.268 -0.560 0.243
H 3.132 3.974 1.154 0.513
H 1.792 4.822 0.434 0.278
H -1.307 -2.920 -0.396 -0.187
H 1.098 -4.335 0.313 0.315
H -0.815 -6.124 0.866 0.536
H -0.643 -4.650 1.819 0.222
H -1.863 -4.786 0.531 0.481
C 8.004 -2.661 5.801 -0.218
C 6.647 -2.445 5.604 -0.306
C 5.782 -3.523 5.485 -0.357
C 6.274 -4.818 5.571 -0.562
C 7.630 -5.035 5.772 -0.334
C 8.496 -3.956 5.884 -0.531
H 8.678 -1.818 5.889 0.322
H 6.259 -1.436 5.540 0.389
H 4.727 -3.351 5.321 0.490
H 5.599 -5.660 5.479 0.380
H 8.013 -6.045 5.839 0.355
H 9.555 -4.124 6.035 0.365
C 9.052 1.695 5.664 -0.409
C 8.617 1.233 6.899 -0.204
C 9.273 1.624 8.058 -0.522
C 10.359 2.484 7.982 -0.331
C 10.792 2.949 6.748 -0.376
C 10.140 2.552 5.589 -0.374
H 8.541 1.388 4.761 0.383
H 7.766 0.566 6.957 0.405
H 8.936 1.259 9.019 0.362
H 10.869 2.793 8.886 0.352
H 11.639 3.621 6.690 0.352
H 10.480 2.912 4.627 0.363
C -6.854 -6.395 2.331 -0.416
C -6.908 -5.140 2.920 -0.393
C -6.072 -4.127 2.472 -0.544
C -5.190 -4.364 1.427 -0.214
C -5.136 -5.619 0.838 -0.526
C -5.964 -6.635 1.293 -0.443
H -7.503 -7.187 2.682 0.357
H -7.601 -4.952 3.731 0.340
H -6.107 -3.150 2.937 0.526
H -4.541 -3.570 1.079 0.476
H -4.449 -5.815 0.024 0.464
H -5.916 -7.616 0.838 0.368
C -9.868 0.958 3.657 -0.394
C -9.676 -0.188 4.415 -0.422
C -9.046 -1.292 3.857 -0.273
C -8.602 -1.247 2.543 -0.192
C -8.792 -0.100 1.785 -0.597
C -9.428 1.001 2.341 -0.327
H -10.360 1.818 4.091 0.351
H -10.017 -0.221 5.442 0.357
H -8.900 -2.188 4.447 0.340
H -8.109 -2.106 2.108 0.414
H -8.444 -0.064 0.761 0.384
H -9.578 1.895 1.749 0.362
C -2.128 -7.687 -5.080 -0.711
C -1.878 -6.322 -5.107 0.353
C -1.882 -5.641 -6.316 -0.205
C -2.143 -6.323 -7.496 -0.421
C -2.396 -7.687 -7.469 -0.404
C -2.386 -8.370 -6.261 -0.306
H -2.121 -8.218 -4.136 0.360
H -1.678 -5.785 -4.184 -0.259
H -1.682 -4.577 -6.337 0.355
H -2.150 -5.789 -8.438 0.355
H -2.600 -8.218 -8.390 0.344
H -2.578 -9.436 -6.239 0.350
C -5.152 4.000 -5.972 -0.175
C -5.283 4.993 -6.933 -0.490
C -6.145 6.061 -6.718 -0.284
C -6.871 6.139 -5.538 -0.405
C -6.738 5.148 -4.576 -0.341
C -5.881 4.078 -4.794 -0.491
H -4.482 3.167 -6.137 0.383
H -4.711 4.935 -7.850 0.367
H -6.249 6.833 -7.470 0.348
H -7.539 6.974 -5.368 0.345
H -7.301 5.211 -3.653 0.358
H -5.776 3.303 -4.045 0.380
C 0.169 9.879 -1.550 -0.327
C -0.722 9.668 -0.507 -0.345
C -1.022 8.374 -0.103 -0.513
C -0.428 7.293 -0.737 -0.109
C 0.465 7.503 -1.777 -0.033
C 0.761 8.796 -2.186 -0.651
H 0.402 10.888 -1.867 0.347
H -1.183 10.512 -0.009 0.351
H -1.722 8.209 0.707 0.357
H -0.657 6.281 -0.425 0.324
H 0.922 6.650 -2.261 0.203
H 1.455 8.960 -3.000 0.359



Record 2
13
Properties=species:S:1:pos:R:3:mulliken_charge:R:1 method="wB97M-V/def2-TZVPD" e_homo_ev="-21.35 / -21.30" multiplicity=1 gap_ev="5.22 / 5.07" charge=+3 largest_force_ev_per_a=15.03
O 0.000 0.000 -3.061 0.002
C 0.000 0.000 -1.911 -0.075
Bi 0.000 0.000 0.000 2.544
O 1.888 -2.409 0.000 0.023
C 1.179 -1.504 0.000 0.015
C -1.179 1.504 0.000 0.014
O -1.888 2.409 0.000 0.023
C -1.504 -1.179 0.000 -0.050
O -2.409 -1.888 0.000 0.013
C 1.504 1.179 0.000 0.061
O 2.409 1.888 0.000 0.066
O 0.000 0.000 3.343 0.138
C 0.000 0.000 2.215 0.225



Record 3
16
Properties=species:S:1:pos:R:3:mulliken_spin:R:1 method="wB97M-V/def2-TZVPD" e_homo_ev="1.27 / -4.06" multiplicity=2 gap_ev="3.23 / 8.37" charge=-1 largest_force_ev_per_a=4.67
C 0.393 0.718 1.194 0.744
C -0.586 0.112 0.317 -0.298
C -0.504 -0.309 -0.918 0.697
C 0.669 0.038 -1.702 -0.391
C 1.945 -0.231 -1.373 0.637
C -1.825 -0.318 1.093 0.591
H 0.815 1.535 0.681 0.114
H 1.252 0.088 1.326 -0.176
H 0.110 1.027 2.092 -0.212
H -1.178 -1.151 -1.241 0.040
H 0.507 0.665 -2.630 -0.022
H 2.167 -1.193 -0.759 -0.080
H 2.857 0.119 -1.721 -0.380
H -1.783 -1.298 1.616 -0.232
H -2.738 -0.398 0.250 0.030
H -2.102 0.596 1.773 -0.064



Record 4
16
Properties=species:S:1:pos:R:3:mulliken_charge:R:1 method="wB97M-V/def2-TZVPD" e_homo_ev=-9.45 multiplicity=1 smiles=C[C@H]1C[C@H]2C[C@H]21 gap_ev=10.67 largest_force_ev_per_a=1.52
C -1.115 -0.621 1.562 -1.327
C -0.551 0.382 0.546 0.452
C 0.959 0.696 0.505 -0.902
C 0.848 0.705 -1.026 -0.046
C 0.710 -0.682 -1.537 -0.741
C -0.521 0.046 -0.949 -0.454
H -0.851 -0.431 2.613 0.324
H -2.208 -0.703 1.513 0.342
H -0.715 -1.615 1.318 0.316
H -1.059 1.357 0.370 0.274
H 1.312 1.613 0.982 0.294
H 1.562 -0.143 0.879 0.265
H 1.144 1.540 -1.645 0.371
H 1.195 -1.524 -1.039 0.195
H 0.768 -0.760 -2.630 0.246
H -1.479 0.140 -1.464 0.391



Record 5
16
Properties=species:S:1:pos:R:3:mulliken_charge:R:1 method="wB97M-V/def2-TZVPD" e_homo_ev=-9.29 multiplicity=1 smiles=C[C@@]12CC[C@@H]1C2 gap_ev=10.47 largest_force_ev_per_a=0.45
C -0.068 -0.099 1.920 -1.454
C -0.221 -0.129 0.423 0.881
C -0.468 1.149 -0.395 -0.718
C 0.563 0.669 -1.459 -0.624
C 0.774 -0.582 -0.626 -0.259
C -0.530 -1.302 -0.462 -0.753
H 0.154 -1.087 2.338 0.344
H -0.970 0.283 2.415 0.335
H 0.760 0.572 2.187 0.311
H -1.497 1.320 -0.736 0.275
H -0.118 2.039 0.136 0.293
H 1.442 1.314 -1.525 0.265
H 0.180 0.474 -2.468 0.264
H 1.705 -1.107 -0.439 0.369
H -0.391 -2.313 -0.094 0.277
H -1.315 -1.199 -1.214 0.194



Record 6
16
Properties=species:S:1:pos:R:3:mulliken_charge:R:1 method="wB97M-V/def2-TZVPD" e_homo_ev=-6.62 multiplicity=1 gap_ev=4.68 largest_force_ev_per_a=6.13
C -1.621 0.414 -1.218 -0.458
C -1.847 0.385 0.302 -0.559
C 3.412 0.017 0.097 -0.671
C 1.977 -0.014 0.177 0.021
C 0.954 0.104 -0.731 -0.154
C -0.439 -0.230 -0.172 -0.392
H -1.911 -0.361 -1.967 0.221
H -4.042 -1.038 1.712 -0.020
H -1.355 1.395 -1.605 0.266
H -3.811 -0.797 2.445 0.006
H -0.305 -1.158 0.353 0.483
H 3.991 -0.128 1.065 0.225
H 3.999 0.167 -0.849 0.260
H 1.611 -0.279 1.201 0.257
H 1.177 0.288 -1.784 0.361
H -1.790 1.236 0.973 0.154



Record 7
16
Properties=species:S:1:pos:R:3:mulliken_charge:R:1 method="wB97M-V/def2-TZVPD" e_homo_ev=-7.79 multiplicity=1 gap_ev=8.07 largest_force_ev_per_a=0.27
C -1.324 1.655 0.692 -1.230
C -0.394 0.543 0.333 0.691
C 0.031 -0.456 1.137 -0.535
C 1.048 -1.303 0.514 -0.421
C 1.295 -0.641 -0.828 -0.513
C 0.187 0.400 -1.048 -0.536
H -2.189 1.663 0.018 0.296
H -1.684 1.564 1.721 0.319
H -0.828 2.627 0.582 0.305
H -0.306 -0.591 2.162 0.382
H 0.613 -2.623 0.355 -0.039
H -0.090 -2.739 -0.097 0.085
H 2.258 -0.126 -0.705 0.290
H 1.427 -1.356 -1.645 0.369
H -0.593 0.032 -1.732 0.250
H 0.548 1.352 -1.458 0.287



Record 8
16
Properties=species:S:1:pos:R:3:mulliken_charge:R:1 method="wB97M-V/def2-TZVPD" e_homo_ev=-7.68 multiplicity=1 gap_ev=8.57 largest_force_ev_per_a=2.18
C -1.316 -0.610 -2.380 -0.978
C 0.029 -0.073 -1.852 -0.555
C 0.058 0.696 -0.684 0.395
C -0.234 1.286 0.372 -0.494
C -0.029 1.114 1.822 -0.134
C 0.684 -0.168 2.268 -1.172
H -1.655 -1.419 -1.739 0.257
H -2.112 0.159 -2.380 0.313
H -1.248 -0.997 -3.407 0.323
H 0.840 -0.348 -0.742 0.105
H 0.853 -0.084 -2.558 0.388
H -1.011 1.172 2.298 0.297
H 0.519 1.987 2.186 0.299
H 1.692 -0.229 1.842 0.309
H 0.783 -0.198 3.359 0.347
H 0.127 -1.059 1.958 0.299



| no. | molecular weight (g/mol) |
| --- | --- |
| 1 | 1475.51 |
| 2 | 377.04 |
| 3 | 82.15 |
| 4 | 82.15 |
| 5 | 82.15 |
| 6 | 82.15 |
| 7 | 82.15 |
| 8 | 82.15 |